[1]
Below is a single C4H8O molecule, with properties calculated with ωB97M-V/def2-TZVPD.

Results
**HOMO-LUMO gap**: 10.8 eV
**DFT total energy**: -232.4362 hartree
**ΔE to the lowest compared entry with this formula, charge and spin**: 24.7 kJ/mol
**Molar mass**: 72.1 g/mol
**Structure (SMILES)**: CC(C)C=O

Bonds (Å) are listed after each position.
Element x y z (Å)
1 C -0.0964 -0.4933 1.2933  C2 1.537, H6 1.095, H7 1.096, H8 1.096
2 C 0.4207 0.0931 -0.0302  C1 1.537, C3 1.525, C4 1.516, H9 1.099
3 C -0.4626 1.2421 -0.5062  C2 1.525, H10 1.095, H11 1.095, H12 1.094
4 C 0.4752 -1.0307 -1.0466  C2 1.516, O5 1.208, H13 1.112
5 O -0.4017 -1.2779 -1.8403  C4 1.208
6 H -0.0823 0.2782 2.0700  C1 1.095
7 H -1.1299 -0.8371 1.1723  C1 1.096
8 H 0.5075 -1.3381 1.6431  C1 1.096
9 H 1.4513 0.4407 0.1261  C2 1.099
10 H -0.0069 1.7771 -1.3460  C3 1.095
11 H -0.6266 1.9586 0.3060  C3 1.095
12 H -1.4324 0.8577 -0.8362  C3 1.094
13 H 1.3841 -1.6703 -1.0052  C4 1.112

=====

[2]
Below is 2 unconnected molecules or ions with the total composition C3H3NO2, with properties calculated with ωB97M-V/def2-TZVPD.

Results
**HOMO-LUMO gap**: 9.2 eV
**DFT total energy**: -321.2482 hartree
**ΔE to the lowest compared entry with this formula, charge and spin**: 340.0 kJ/mol
**Molar mass**: 85.1 g/mol
**Structure (SMILES)**: N#CC(O)=C=O.[H][H]

Bonds (Å) are listed after each position.
Element x y z (Å)
1 O 0.1320 1.9281 -0.9636  C2 1.384, H7 0.968
2 C 0.0911 0.6914 -0.3439  O1 1.384, C3 1.336, C5 1.424
3 C -1.0715 0.3315 0.2070  C2 1.336, O4 1.159
4 O -2.1195 0.0855 0.6364  C3 1.159
5 C 1.2545 -0.1200 -0.2124  C2 1.424, N6 1.160
6 N 2.2180 -0.7618 -0.1381  C5 1.160
7 H -0.0510 1.8024 -1.9060  O1 0.968
8 H -0.1346 -1.7606 1.6728  H9 0.743
9 H -0.3694 -2.2309 1.1477  H8 0.743

=====

[3]
Below is 3 unconnected molecules or ions with the total composition C5H9NO2S, with properties calculated with ωB97M-V/def2-TZVPD.

Results
**HOMO-LUMO gap (alpha / beta)**: 7.2 / 7.0 eV
**DFT total energy**: -799.1239 hartree
**ΔE to the lowest compared entry with this formula, charge and spin**: 616.7 kJ/mol
**Molar mass**: 147.2 g/mol

Bonds (Å) are listed after each position.
Element x y z (Å)
1 C -1.9868 0.8431 -1.4940  N6 1.310, H10 1.127, H11 1.083
2 C 3.4595 -1.3742 2.0367  O7 1.138, O8 1.128
3 C 0.1108 0.5882 -2.4981  N6 1.437, H12 1.089, H13 1.079, H14 1.008
4 C -1.2408 -0.1588 1.6807  S9 1.806, H15 1.100, H16 1.142
5 C -0.4407 -0.6908 -0.4970  N6 1.398, H17 1.063
6 N -0.8049 0.2803 -1.4347  C1 1.310, C3 1.437, C5 1.398
7 O 3.0412 -1.2458 0.9863  C2 1.138
8 O 3.9645 -1.4259 3.0435  C2 1.128
9 S 0.1861 -0.7209 2.6336  C4 1.806, H18 1.320
10 H -2.6229 0.7982 -0.5645  C1 1.127
11 H -2.0337 1.5032 -2.3513  C1 1.083
12 H 1.0165 0.0666 -2.1920  C3 1.089
13 H 0.3528 1.5902 -2.1791  C3 1.079
14 H -0.1594 0.4425 -3.4580  C3 1.008
15 H -1.6755 0.8394 1.8406  C4 1.100
16 H -2.0028 -0.9772 1.4501  C4 1.142
17 H 0.6217 -0.6624 -0.4672  C5 1.063
18 H 0.2142 0.3042 3.4644  S9 1.320